<P>
Below is a 3-piece molecular cluster, C5H15NO2 overall, with properties calculated with ωB97M-V with the def2-TZVPD basis set.

```
23
Properties=species:S:1:pos:R:3:nbo_charge:R:1
O 0.041 -1.003 -3.016 -0.93
O -2.350 0.953 -1.227 -0.95
N -1.309 0.689 1.231 -0.69
C 0.916 -0.239 0.754 -0.18
C -0.491 -0.464 1.494 -0.24
C -0.721 1.630 2.276 -0.45
C 1.628 -1.132 0.131 -0.21
C 2.751 -0.818 -0.849 -0.63
H -1.916 0.081 -1.066 0.47
H 2.189 -0.317 -1.662 0.19
H -0.839 -1.407 1.132 0.20
H 1.048 0.888 0.817 0.19
H 0.740 -0.735 -2.361 0.46
H 3.336 -1.622 -1.292 0.23
H -0.627 2.654 1.812 0.20
H 0.092 -0.355 -3.651 0.46
H -1.462 1.859 3.118 0.20
H -0.193 -0.533 2.642 0.16
H 1.278 -2.109 0.145 0.20
H 0.269 1.274 2.625 0.21
H -2.364 0.615 1.284 0.40
H 3.380 -0.072 -0.405 0.22
H -1.792 1.492 -0.650 0.48
```

Output
SMILES string: C/C=C/CNC.O.O
E_LUMO (eV): 0.853

=====

<Q>
Below is a 3-piece molecular cluster, C5H15NO2 overall, with properties calculated with ωB97M-V with the def2-TZVPD basis set.

```
23
Properties=species:S:1:pos:R:3:nbo_charge:R:1
O -1.675 0.700 1.908 -0.99
O -2.030 -1.817 0.279 -0.93
N 1.071 0.292 1.859 -0.88
C 0.706 -0.667 -1.110 -0.46
C -0.434 0.297 -1.398 -0.18
C 1.938 -0.022 -0.484 -0.40
C 1.634 0.956 0.655 -0.21
C -0.600 0.702 -2.649 -0.40
H -1.763 -0.153 1.489 0.46
H 2.378 0.600 -1.260 0.21
H 1.551 0.528 2.713 0.37
H 0.967 -0.712 1.816 0.37
H 2.556 1.400 0.987 0.19
H -0.875 0.714 -0.502 0.21
H -0.710 0.894 1.911 0.49
H 2.637 -0.725 -0.037 0.20
H 0.336 -1.482 -0.478 0.22
H 0.047 0.310 -3.427 0.19
H 0.891 1.677 0.336 0.19
H -2.358 -2.196 1.101 0.47
H 0.942 -1.243 -2.008 0.21
H -1.353 1.409 -2.976 0.20
H -2.705 -1.185 0.087 0.47
```

Output
SMILES string: C=CCCCN.O.O
E_LUMO (eV): 0.700

=====

<R>
Below is a 2-piece molecular cluster, C5H15NO2 overall, with properties calculated with ωB97M-V with the def2-TZVPD basis set.

```
23
Properties=species:S:1:pos:R:3:nbo_charge:R:1
O 1.029 2.078 -0.953 -0.75
O -2.550 3.033 0.005 -0.94
N -1.203 0.406 -0.374 -0.87
C 0.648 -2.191 -0.053 -0.41
C 0.072 0.319 0.382 -0.07
C 0.283 -1.097 0.922 -0.41
C 0.913 -3.542 0.680 -0.61
C 1.170 0.698 -0.607 -0.07
H 1.075 -1.031 1.686 0.20
H -2.980 2.530 -0.701 0.47
H 0.952 0.164 -1.535 0.19
H 1.921 -3.884 0.431 0.21
H -0.033 -2.350 -0.888 0.20
H -1.720 3.276 -0.443 0.48
H -1.788 1.130 0.018 0.38
H 0.043 1.099 1.144 0.19
H 1.665 2.680 -0.564 0.47
H 2.174 0.512 -0.228 0.16
H 1.044 -3.352 1.751 0.21
H -1.679 -0.494 -0.359 0.35
H -0.553 -1.334 1.587 0.21
H 0.201 -4.307 0.388 0.21
H 1.562 -1.937 -0.576 0.20
```

Output
SMILES string: CCC[C@H](N)CO.O
E_LUMO (eV): 0.827

=====

The calculated energies rank the structures as follows, beginning with the most stable: <R>, <Q>, <P>.